Formula: C5H7NO
Source: the Open Molecules 2025 dataset
Level of theory: wB97M-V/def2-TZVPD

Element x y z (Å)
C  -1.85774  0.30170  0.82513
C  -0.51815  -0.36639  0.65599
O  -0.13933  -1.27919  1.34820
C  0.39314  0.18037  -0.47233
C  1.86982  0.10700  -0.07247
C  0.11878  -0.61495  -1.67777
N  -0.10697  -1.25657  -2.61370
H  -2.45337  -0.24548  1.55717
H  -2.39046  0.35742  -0.13044
H  -1.70595  1.33025  1.17483
H  0.10486  1.21452  -0.69929
H  2.10199  -0.89769  0.28606
H  2.51756  0.35173  -0.91776
H  2.06582  0.81727  0.73637

Output
E_HOMO   -10.3 eV
Energy relative to the best compared isomer or geometry (same formula, charge and spin)   12.4 kcal per mole
DFT total energy   -8835.6633 eV
Largest force on an atom   1.13 eV Å⁻¹
HOMO-LUMO gap   10.99 eV

***

Formula: C6H9ClN2O
Source: the Open Molecules 2025 dataset
Level of theory: wB97M-V/def2-TZVPD

Element x y z (Å)
C  0.74032  -1.01618  -1.70449
C  -1.30007  -0.07069  0.43519
C  -0.23182  1.99363  -0.49469
C  0.32253  1.12997  1.76017
C  0.94055  -1.69607  -0.48036
C  -0.42257  0.92725  0.54644
N  0.95085  -0.37969  -2.63804
N  0.49930  -2.81343  -0.06755
O  -0.52914  -3.53717  -0.47598
Cl  2.16154  1.21705  1.29602
H  -1.52764  -0.74560  1.18901
H  -0.86002  -3.11337  -1.33622
H  -1.93148  -0.14785  -0.44521
H  -0.86022  1.71208  -1.37665
H  0.86443  2.12992  -0.95232
H  -0.72749  2.97488  -0.03542
H  0.19576  2.14386  1.88853
H  0.04011  0.47372  2.65984
H  1.67504  -1.18231  0.23174

Output
E_HOMO (alpha / beta)   -6.7 / -9.9 eV
Energy relative to the best compared isomer or geometry (same formula, charge and spin)   57.0 kcal per mole
Multiplicity   3
DFT total energy   -23909.8760 eV
⟨S²⟩   2.016
Largest force on an atom   8.48 eV Å⁻¹
HOMO-LUMO gap (alpha / beta)   7.07 / 6.83 eV